Entry 1:
Computed, not measured: a 10-piece molecular cluster, C41H77N2O31P3 overall at a distorted geometry, with ωB97M-V with the def2-TZVPD basis set.

Element x y z (Å)
C: 4.6424 -1.3289 -4.5678
C: 5.1195 -2.7466 -4.5437
O: 4.7130 -3.3926 -5.7292
C: 4.9601 -4.6483 -5.9352
O: 5.4905 -5.4061 -5.0721
O: 4.7841 -4.8708 -7.2631
C: 5.0732 -6.1550 -7.7633
H: 5.1593 -0.9263 -5.4389
H: 4.9675 -0.7962 -3.6742
H: 3.5625 -1.2697 -4.7037
H: 4.8061 -3.2561 -3.6325
H: 6.2088 -2.7159 -4.5200
H: 5.8202 -6.7713 -7.2633
H: 5.2900 -6.1817 -8.8312
H: 4.1953 -6.7736 -7.5769
C: -4.6673 -0.5882 1.2744
C: -4.1604 -1.9303 1.7343
O: -3.6275 -1.8923 3.0435
C: -3.1061 -2.9526 3.5724
O: -2.9518 -4.0572 3.0410
O: -2.9334 -2.6509 4.8938
C: -2.6768 -3.6777 5.8656
H: -5.4224 -0.2946 2.0037
H: -5.2021 -0.7335 0.3358
H: -3.9427 0.2106 1.1166
H: -3.4029 -2.3307 1.0606
H: -4.9580 -2.6719 1.6898
H: -1.8516 -3.4711 6.5471
H: -2.4673 -4.6224 5.3640
H: -3.5445 -3.8973 6.4877
C: -3.3394 -0.6829 -6.0127
C: -2.0560 -0.8134 -6.7748
O: -1.3079 -1.8518 -6.2290
C: -0.6224 -1.6363 -5.1087
O: -0.6566 -0.6448 -4.3315
O: 0.1682 -2.7078 -4.8899
C: 0.9908 -2.7848 -3.7439
H: -3.9170 -1.6063 -6.0568
H: -4.0093 0.0477 -6.4660
H: -3.2144 -0.5130 -4.9433
H: -1.5012 0.1220 -6.8489
H: -2.1881 -1.1169 -7.8133
H: 1.6619 -3.6413 -3.8092
H: 0.4508 -2.7803 -2.7970
H: 1.7019 -1.9668 -3.6287
C: -5.3484 2.5983 -4.7365
C: -5.8956 2.2861 -3.3082
O: -4.9063 1.6605 -2.5289
C: -4.6902 0.3523 -2.7178
O: -5.2666 -0.4356 -3.4872
O: -3.7123 0.0024 -1.9086
C: -3.2396 -1.3332 -1.7651
H: -4.3126 2.9376 -4.7446
H: -5.8946 3.4066 -5.2227
H: -5.4906 1.6873 -5.3179
H: -6.8052 1.6885 -3.3680
H: -6.1976 3.1791 -2.7609
H: -4.1265 -1.9260 -1.5412
H: -2.6228 -1.3918 -0.8683
H: -2.6203 -1.5933 -2.6234
C: 1.5956 1.8951 -6.5594
C: 1.9211 0.7976 -5.4910
O: 3.0898 1.1897 -4.7307
C: 3.0493 1.5757 -3.4370
O: 1.9912 1.8075 -2.8457
O: 4.2959 1.6129 -3.0059
C: 4.5150 1.7561 -1.5981
H: 0.5473 2.1913 -6.5196
H: 1.7322 1.5116 -7.5705
H: 2.2684 2.7515 -6.5152
H: 2.0531 -0.1835 -5.9471
H: 1.0347 0.7224 -4.8612
H: 4.6262 2.8201 -1.3895
H: 5.4812 1.2795 -1.4332
H: 3.8074 1.3233 -0.8909
C: -0.5365 -0.1069 1.3168
C: -0.4309 0.1251 -0.0719
C: 0.7671 -0.2142 -0.7349
C: 1.8308 -0.7489 0.0680
C: 1.7506 -0.8919 1.4227
C: 0.5901 -0.5639 2.0716
N: 3.0527 -1.1794 -0.5979
O: 4.0211 -1.4685 0.0517
O: 2.9742 -1.3454 -1.8127
H: -1.4846 0.0591 1.8066
H: -1.3641 0.3928 -0.5452
H: 0.9005 -0.2473 -1.8061
H: 2.6050 -1.1596 2.0267
H: 0.5688 -0.5037 3.1497
C: -5.7791 6.2068 -0.2432
C: -5.9461 5.1147 0.5492
C: -4.9517 4.1162 0.6051
C: -3.9677 4.0952 -0.3730
C: -3.8924 5.1600 -1.3058
C: -4.8011 6.2266 -1.1902
N: -2.8513 3.0905 -0.3242
O: -2.7489 2.3434 0.5962
O: -1.9926 3.1787 -1.1877
H: -6.5047 6.9928 -0.0943
H: -6.7845 5.0303 1.2248
H: -4.9252 3.4187 1.4293
H: -3.1392 5.4222 -2.0342
H: -4.8007 7.1153 -1.8040
C: 3.8343 -2.9520 6.7597
O: 2.9524 -3.8562 6.1065
P: 2.9822 -3.7959 4.5115
O: 4.2784 -3.5884 3.9055
O: 2.1920 -5.0796 3.9581
C: 1.9434 -5.2015 2.5233
O: 1.8465 -2.6120 4.2765
C: 0.6013 -2.7393 4.9434
H: 3.3748 -2.4444 7.6078
H: 4.0513 -2.1271 6.0811
H: 4.7273 -3.4667 7.1144
H: 2.4047 -4.3908 1.9593
H: 0.8689 -5.1727 2.3426
H: 2.3904 -6.1266 2.1592
H: 0.4578 -3.6755 5.4829
H: -0.2158 -2.7211 4.2221
H: 0.5004 -1.9296 5.6661
C: 1.6021 2.9963 0.4748
O: 2.0261 2.4605 1.7171
P: 3.3015 3.0279 2.4795
O: 3.1081 4.2650 3.2294
O: 3.8244 1.7652 3.3526
C: 3.1683 1.3508 4.5568
O: 4.5159 3.0546 1.3759
C: 5.7227 3.7352 1.7147
H: 2.1311 3.8667 0.0868
H: 0.6097 3.4101 0.6534
H: 1.5964 2.3157 -0.3766
H: 3.8195 1.2040 5.4185
H: 2.8141 0.3292 4.4192
H: 2.3331 1.9903 4.8423
H: 5.6230 4.7527 1.3369
H: 6.5719 3.2679 1.2160
H: 5.9402 3.8353 2.7780
C: -2.3566 0.2596 7.8621
O: -2.3351 1.0632 6.7054
P: -1.0219 1.7073 6.1250
O: 0.0628 0.7511 5.7448
O: -0.7053 2.7478 7.3558
C: 0.1726 3.7426 7.2407
O: -1.6361 2.6611 4.9802
C: -2.1824 2.1723 3.7360
H: -1.4900 -0.3924 7.9713
H: -3.2953 -0.2897 7.7899
H: -2.4645 0.9290 8.7156
H: 0.6430 3.8102 8.2217
H: -0.3072 4.7187 7.1699
H: 0.9415 3.7744 6.4688
H: -2.3655 1.1000 3.8053
H: -1.4617 2.4217 2.9572
H: -3.1741 2.6228 3.6949

Output
spin multiplicity	2
M	1186.97	u
net charge	+1
orbital gap (spin up / spin down)	7.41 / 3.93	eV

Entry 2:
Computed, not measured: one molecule with the formula C5H6N2O at a distorted geometry, with ωB97M-V with the def2-TZVPD basis set.

Element x y z (Å)
C: 0.1502 -2.2407 -0.3063
C: 0.2485 -0.8448 0.2231
C: 1.2872 0.1093 -0.1321
C: -0.7659 1.2305 -0.0942
C: -1.1048 -0.1392 0.1018
H: 2.2220 0.1549 0.4410
H: 1.7068 -0.2110 -1.1956
H: 0.9085 1.8332 0.8998
H: -1.2886 1.8393 0.5328
H: -1.2107 1.4662 -1.0869
H: -2.0242 -0.6569 -0.1681
N: -0.2338 -3.3648 -0.5532
N: 0.6885 1.4623 0.0143
O: -0.5836 -0.6384 1.3237

Output
M	110.12	u
energy above the lowest of the compared OMol25 structures with the same formula, charge and spin	59.8	kcal per mole
orbital gap	10.64	eV
SMILES	N#C[C@@]12CNC[C@@H]1O2

Entry 3:
Computed, not measured: one molecule with the formula C2H2OS at a distorted geometry, with ωB97M-V with the def2-TZVPD basis set.

Element x y z (Å)
C: -0.6843 0.3732 0.0110
C: 0.6393 -0.5195 0.0534
O: -1.7987 -0.0608 0.0256
S: 2.0877 0.1535 -0.0347
H: -0.5333 1.5675 0.0005
H: 0.2893 -1.5139 -0.0558

Output
M	74.10	u
energy above the lowest of the compared OMol25 structures with the same formula, charge and spin	8.9	kcal per mole
orbital gap	7.96	eV
SMILES	O=CC=S

Entry 4:
Computed, not measured: a 2-piece molecular cluster, C4H12S overall at a distorted geometry, with ωB97M-V with the def2-TZVPD basis set.

Element x y z (Å)
C: -1.1736 -2.5243 1.4016
C: 0.0722 -3.2700 1.8804
H: -1.1624 -1.4358 1.6511
H: -1.0302 -2.7414 0.3335
H: -2.0757 -2.8201 1.9185
H: 0.2019 -4.2568 1.4418
H: 0.1606 -3.2884 2.9809
H: 1.0235 -2.7528 1.6854
C: 1.7891 2.6068 -1.9356
C: -0.9058 2.5552 -1.0431
S: 0.7698 1.8022 -0.6850
H: 1.5428 2.2781 -2.9418
H: 1.7519 3.6794 -1.7857
H: 2.7717 2.1254 -1.8192
H: -1.5961 2.2117 -0.2521
H: -1.2404 2.2205 -2.0112
H: -0.8991 3.6103 -0.8196

Output
M	92.21	u
energy above the lowest of the compared OMol25 structures with the same formula, charge and spin	16.9	kcal per mole
orbital gap	9.59	eV
SMILES	CSC.CC

Entry 5:
Computed, not measured: one molecule with the formula C8H8O5 at a distorted geometry, with ωB97M-V with the def2-TZVPD basis set.

Element x y z (Å)
C: 0.5519 0.1943 0.4850
C: 0.5482 -1.7278 -0.4940
C: 1.1226 1.2399 1.1795
C: 0.9582 -2.9643 -1.0505
C: 2.5933 1.4828 1.1856
C: -0.8192 0.0706 -0.0106
C: -1.9760 0.1295 0.9740
C: -1.0695 0.9986 -1.3551
O: 3.5093 1.3532 1.9061
O: 2.0927 -3.4714 -1.1028
O: 2.2667 2.1845 0.2107
O: 1.2931 -0.8163 0.0450
O: -0.6923 -1.3434 -0.5919
H: 0.4987 2.0583 1.5107
H: -0.0762 -3.5186 -1.4017
H: -2.9247 0.1910 0.4373
H: -1.9202 1.1091 1.5826
H: -2.2187 -0.6527 1.6665
H: -2.1318 0.8394 -1.6098
H: -0.6585 0.6039 -2.2663
H: -0.9476 2.0392 -1.3002

Output
M	184.15	u
energy above the lowest of the compared OMol25 structures with the same formula, charge and spin	123.7	kcal per mole
orbital gap (spin up / spin down)	6.17 / 8.22	eV

Entry 6:
Computed, not measured: an isolated ion of composition C4H7N2O3S and charge +1 at a distorted geometry, with ωB97M-V with the def2-TZVPD basis set.

Element x y z (Å)
C: -0.3201 1.2431 -0.1715
C: 1.1188 -1.8191 -1.3138
C: -0.7133 0.6429 1.1673
C: 0.5297 -0.9165 -0.4396
N: 0.3458 0.4472 -0.8987
N: -0.8545 2.3937 -0.5733
O: 1.5420 -1.4483 -2.3872
O: -0.6699 -2.0130 1.5170
O: 1.3646 -0.7028 2.1861
S: 0.3069 -0.8250 1.2620
H: 1.1317 -2.9171 -0.8883
H: -0.4062 1.3452 1.9725
H: -1.8527 0.4211 1.1286
H: -0.5678 -2.4512 0.6998
H: 0.7589 0.8357 -1.7277
H: -1.1265 3.2241 0.0115
H: -0.5874 2.5399 -1.5445

Output
M	163.18	u
energy above the lowest of the compared OMol25 structures with the same formula, charge and spin	63.3	kcal per mole
net charge	+1
orbital gap	8.93	eV
SMILES	[NH2+]=C1C[S@@](=O)(O)=C(C=O)N1